[1]
The following is a quantum chemistry calculation of a 6-piece molecular cluster, C38H77Cl2F4N3O25P7 overall, from the Open Molecules 2025 dataset.

Geometry as ORCA input:
```
! RIJCOSX wB97M-V def2-TZVPD def2/J DEFGRID3
* xyz 1 1
Cl -4.423 -4.997 2.408
Cl 1.785 -2.123 2.593
P 7.433 5.736 -3.230
P -3.794 -4.585 -1.568
P -8.695 7.352 -1.164
P -5.052 -3.689 0.946
P -0.177 -8.985 3.451
P 3.041 3.165 3.019
P 8.617 1.425 1.355
F 2.187 -5.041 1.377
F 1.631 -6.275 -0.328
F 1.679 -4.646 -3.199
F 3.306 -4.948 -0.460
O -5.358 -2.289 1.748
O -7.525 8.379 -0.675
O 2.655 3.713 1.679
O -8.890 6.653 0.338
O 7.942 4.186 -3.594
O -1.506 -8.330 3.198
O 9.022 0.303 0.238
O -8.974 8.329 -2.490
O 7.396 2.183 0.902
O 0.814 -7.827 2.764
O 3.831 4.509 3.603
O 7.763 0.336 2.302
O 1.796 3.280 4.073
O 9.749 2.480 0.712
O 1.785 -3.332 -4.944
O 8.029 6.248 -4.663
O 1.274 -4.064 -0.409
O 8.387 6.043 -2.114
O -0.702 -10.184 4.478
O -0.352 -3.561 2.791
O 2.645 1.557 2.762
O -8.103 6.164 -1.865
O 6.422 7.049 -3.037
O 0.203 -10.007 2.237
O -1.078 -4.082 -3.174
N -3.629 -3.362 -0.222
N -1.143 -2.476 -1.454
N 0.609 -2.527 -3.163
C -0.103 -4.429 -0.235
C 3.240 0.926 1.627
C 1.206 -11.009 2.422
C -0.616 -3.136 -2.610
C -0.381 -2.134 0.817
C 2.029 3.179 5.478
C 1.379 -3.508 -3.836
C -7.786 6.448 1.202
C -5.159 1.860 1.083
C -4.812 0.590 0.651
C 7.166 6.412 -5.787
C 0.163 -2.735 2.107
C 3.121 5.648 4.064
C -6.165 0.688 -2.917
C -9.752 7.774 -3.556
C -1.024 -3.190 -0.187
C -6.119 2.306 -1.034
C 0.666 -6.487 3.244
C -0.147 0.911 -0.976
C -7.797 9.365 0.324
C -4.814 -1.262 -1.179
C -4.212 -6.261 -0.842
C -1.387 -11.330 3.995
C -5.780 1.031 -1.475
C 7.018 -0.719 1.725
C 9.877 -0.787 0.585
C -2.399 -1.738 -1.700
C 7.977 3.252 -2.509
C -5.118 0.129 -0.626
C -5.839 2.751 0.257
C -3.521 -1.919 -0.638
C -2.340 -3.688 0.502
C -1.674 0.655 -0.856
C 6.802 8.348 -3.465
C 2.080 -5.061 0.033
C 9.656 3.859 1.097
C -5.206 -4.210 -2.692
C -2.128 -0.234 -2.051
H -7.959 5.515 1.736
H -5.726 -1.875 -1.081
H 7.318 7.412 -6.193
H -3.005 0.200 -2.555
H 2.119 5.715 3.646
H 6.128 -0.862 2.336
H -5.014 -3.237 -3.170
H -0.682 -12.163 3.926
H 8.816 3.462 -1.850
H -4.255 -6.966 -1.682
H -0.166 -4.966 0.729
H -2.148 1.640 -1.002
H -4.931 2.181 2.102
H -10.653 7.297 -3.170
H 6.391 9.057 -2.749
H -3.517 -6.560 -0.052
H 9.391 -1.715 0.280
H -1.307 -0.240 -2.785
H 0.442 -0.009 -1.096
H -4.281 -0.045 1.362
H 4.312 1.131 1.599
H -3.223 -1.360 0.264
H 7.881 8.465 -3.539
H -0.008 1.475 -1.917
H 1.512 -5.898 2.888
H 3.094 -0.149 1.712
H 10.074 -0.831 1.658
H -4.645 -2.172 2.403
H -1.208 -1.470 1.109
H -2.430 -3.257 1.509
H 6.742 -0.526 0.691
H 7.430 5.686 -6.556
H 3.706 6.524 3.792
H -0.457 -5.171 -0.971
H 0.788 -11.971 2.128
H 10.578 4.356 0.804
H 6.114 6.298 -5.518
H -7.728 10.358 -0.119
H 2.776 1.273 0.705
H 1.538 -11.072 3.460
H 2.057 -10.792 1.776
H -5.290 -4.961 -3.488
H 10.817 -0.698 0.042
H 0.290 -1.920 -3.920
H 3.094 3.167 5.718
H -7.766 7.245 1.949
H 0.657 -6.466 4.335
H 3.071 5.618 5.156
H -7.040 9.282 1.103
H -4.673 -1.128 -2.263
H -1.996 0.311 0.135
H 8.817 4.340 0.599
H 0.249 1.566 -0.188
H -9.167 7.050 -4.118
H -5.211 0.551 -3.468
H -10.050 8.586 -4.218
H -2.301 -4.780 0.605
H -6.838 6.412 0.669
H 7.602 -1.642 1.792
H -6.703 -0.265 -2.999
H -8.782 9.231 0.776
H 9.542 3.950 2.178
H -6.141 3.741 0.587
H -1.860 -11.161 3.031
H 6.335 8.555 -4.431
H 8.086 2.249 -2.917
H -2.131 -11.599 4.742
H -5.243 -6.203 -0.449
H 0.439 -1.618 0.315
H -6.670 1.528 -3.400
H -6.156 -4.132 -2.140
H 7.048 3.295 -1.941
H 1.556 2.274 5.860
H -2.815 -2.145 -2.647
H -6.649 2.985 -1.707
H 1.569 4.039 5.965
H -0.255 -6.049 2.867
*
```

Computed properties:
**HOMO**: -10.46 eV
**Maximum force**: 0.1592 Eh/bohr

Löwdin population analysis, charges in e, atoms 1 to 8:
1. Cl 0.379
2. Cl 0.746
3. P 0.621
4. P 0.989
5. P 0.618
6. P 0.652
7. P 0.620
8. P 0.628

[2]
The following is a quantum chemistry calculation of a 2-piece molecular cluster, C2H7N2O2 overall, from the Open Molecules 2025 dataset.

Geometry as ORCA input:
```
! RIJCOSX wB97M-V def2-TZVPD def2/J DEFGRID3
* xyz 1 1
O -0.160 1.330 0.260
O -0.053 -0.876 0.678
N -0.470 0.572 2.383
N 0.359 -0.077 -2.082
C 0.570 -1.319 -2.277
C -0.222 0.229 1.106
H -0.297 1.477 2.781
H -0.839 1.974 0.463
H 0.290 0.275 -1.100
H 0.534 0.576 -2.837
H 1.026 -1.621 -3.217
H -0.843 -0.163 2.964
H 0.322 -2.032 -1.504
*
```

Computed properties:
**HOMO**: -14.73 eV
**Maximum force**: 0.0331 Eh/bohr

Löwdin population analysis, charges in e, atoms 1 to 8:
1. O 0.059
2. O 0.104
3. N 0.207
4. N 0.197
5. C 0.167
6. C -0.615
7. H 0.127
8. H 0.129

[3]
The following is a quantum chemistry calculation of C10H8CaN2O5Se as an isolated structure, from the Open Molecules 2025 dataset.

Geometry as ORCA input:
```
! RIJCOSX wB97M-V def2-TZVPD def2/J DEFGRID3
* xyz 2 1
Se -0.110 -0.931 2.822
Ca 0.007 0.036 0.534
O 3.446 0.000 -0.012
O -0.003 -3.438 -0.017
O 0.001 3.461 -0.014
O -3.443 0.004 -0.016
O 0.000 0.001 -3.370
N -0.890 1.522 4.448
N 1.274 1.190 4.479
C -2.290 -0.004 -0.010
C 1.002 2.228 5.395
C 2.556 0.602 4.220
C -0.001 -0.007 -2.200
C -0.001 -2.281 -0.017
C 2.293 -0.005 -0.006
C 0.112 0.746 3.907
C 0.003 2.307 0.000
C -2.294 1.374 4.184
C -0.353 2.430 5.371
H -2.493 0.586 3.440
H -2.729 2.311 3.794
H 3.324 1.103 4.826
H 1.823 2.700 5.966
H -2.866 1.115 5.095
H 2.596 -0.476 4.465
H -1.001 3.130 5.926
H 2.863 0.687 3.161
*
```

Computed properties:
**HOMO**: -15.43 eV
**Maximum force**: 0.1348 Eh/bohr

Löwdin population analysis, charges in e, atoms 1 to 8:
1. Se 0.606
2. Ca 0.518
3. O 0.176
4. O 0.174
5. O 0.182
6. O 0.176
7. O 0.143
8. N -0.127

[4]
The following is a quantum chemistry calculation of a 2-piece molecular cluster, C3H11NS2 overall, from the Open Molecules 2025 dataset.

Geometry as ORCA input:
```
! RIJCOSX wB97M-V def2-TZVPD def2/J DEFGRID3
* xyz 0 1
S 0.095 0.969 -2.722
S -0.255 2.490 -1.333
N 0.024 -1.483 1.406
C -1.944 1.969 -1.122
C 0.582 -0.091 1.598
C 0.987 -2.241 0.579
H -2.144 2.277 -0.066
H -1.740 0.876 -1.220
H 1.780 -0.157 1.729
H 2.106 -2.149 0.633
H 1.189 1.635 -3.253
H -2.694 2.276 -1.922
H 0.740 -2.048 -0.442
H 0.109 -2.050 2.248
H 0.306 0.643 0.699
H 0.123 0.341 2.583
H 0.735 -3.257 0.606
*
```

Computed properties:
**HOMO**: -8.28 eV
**SMILES string**: CNC.CSS
**Maximum force**: 0.0531 Eh/bohr

Löwdin population analysis, charges in e, atoms 1 to 8:
1. S 0.311
2. S 0.352
3. N -0.176
4. C -0.551
5. C -0.159
6. C -0.190
7. H 0.041
8. H -0.024

[5]
The following is a quantum chemistry calculation of C18H26KO10S3 as an isolated structure, from the Open Molecules 2025 dataset.

Geometry as ORCA input:
```
! RIJCOSX wB97M-V def2-TZVPD def2/J DEFGRID3
* xyz -1 1
K 0.466 0.471 -1.677
S -2.379 -0.773 0.903
S 3.351 -0.942 0.592
S 0.370 2.083 2.287
O -1.456 -1.248 -0.151
O -0.493 0.080 -8.651
O -1.461 1.940 -3.594
O -1.862 -0.462 2.216
O 1.270 0.744 -4.414
O 0.276 1.207 1.120
O 3.711 0.153 1.450
O -2.892 0.941 -7.828
O 3.031 -0.665 -0.795
O -0.523 3.236 2.427
C 2.564 2.389 3.853
C 0.439 0.382 -6.408
C -1.990 0.972 -7.008
C 0.224 0.895 -5.169
C 3.625 -3.623 0.877
C -4.738 0.400 0.135
C -3.857 -1.838 0.988
C 2.004 -1.833 1.368
C 2.138 -3.333 0.963
C 4.474 -2.358 0.686
C 1.360 2.003 4.693
C -2.148 1.444 -5.669
C 0.461 1.067 3.885
C -0.611 0.441 -7.459
C 2.085 2.829 2.496
C -3.306 0.773 0.279
C -1.133 1.465 -4.755
C -5.002 -0.843 1.027
H -4.845 0.068 -0.898
H -3.897 -2.262 -0.016
H -2.809 1.101 -0.634
H 0.783 2.916 4.834
H -3.784 -2.714 1.633
H 2.662 2.506 1.630
H 1.069 -1.291 1.224
H -5.972 -1.286 0.803
H 1.623 1.585 5.665
H 1.567 -3.506 0.051
H -0.571 0.910 4.199
H -4.997 -0.545 2.076
H 4.970 -2.113 1.626
H 1.714 -3.950 1.755
H 3.312 3.079 4.246
H -5.471 1.144 0.446
H 1.865 3.891 2.382
H 1.329 -0.155 -6.699
H -3.139 1.783 -5.404
H 5.215 -2.266 -0.107
H 0.957 0.140 3.595
H 3.172 1.491 3.749
H -3.123 1.619 0.941
H 3.993 -4.131 1.768
H 4.013 -4.251 0.076
H 2.367 -1.761 2.393
*
```

Computed properties:
**HOMO**: -2.37 eV
**Maximum force**: 0.0934 Eh/bohr

Löwdin population analysis, charges in e, atoms 1 to 8:
1. K 0.795
2. S 0.734
3. S 0.668
4. S 0.743
5. O -0.386
6. O -0.034
7. O -0.177
8. O -0.348

[6]
The following is a quantum chemistry calculation of C23H28N4O2Sn as an isolated structure, from the Open Molecules 2025 dataset.

Geometry as ORCA input:
```
! RIJCOSX wB97M-V def2-TZVPD def2/J DEFGRID3
* xyz 4 1
Sn 0.061 0.032 -1.115
O 0.489 -3.535 -0.059
O 4.083 -1.745 0.278
N 0.065 -0.641 2.459
N 3.771 -3.291 -2.313
N -3.270 -3.066 1.472
N 1.240 4.885 -1.373
C -0.109 -1.445 -2.867
C -1.037 -0.949 3.425
C -1.024 -0.394 -3.116
C -2.634 1.515 -0.255
C -1.404 1.103 0.247
C 6.120 -3.825 -1.323
C -5.148 -3.327 -0.338
C 1.155 5.931 -0.874
C 4.815 -3.506 -1.850
C -0.552 0.927 -3.226
C -2.007 2.022 2.427
C 1.367 -1.228 2.913
C -3.572 2.135 0.597
C 0.077 -2.469 0.018
C 1.058 7.251 -0.274
C 3.286 -1.219 -0.348
C 1.720 0.165 -2.788
C -3.254 2.395 1.932
C -1.092 1.361 1.584
C 1.264 -1.157 -2.784
C 0.191 0.853 2.172
C -4.101 -3.201 0.668
C 0.795 1.224 -2.925
H 1.590 7.974 -0.905
H -2.007 -0.776 2.952
H 2.788 0.376 -2.705
H 6.898 -3.251 -1.846
H -0.195 -1.099 1.558
H 1.049 0.975 1.495
H -0.924 -0.325 4.319
H -0.961 -2.006 3.697
H 6.330 -4.897 -1.441
H 1.988 -1.972 -2.717
H -5.756 -2.411 -0.337
H 6.175 -3.577 -0.253
H 0.004 7.546 -0.197
H -2.914 1.375 -1.306
H -4.543 2.445 0.207
H -5.793 -4.190 -0.120
H -2.078 -0.626 -3.276
H 1.685 -0.693 3.816
H 1.211 -2.290 3.133
H 2.117 -1.114 2.123
H 1.124 2.263 -2.843
H -0.460 -2.476 -2.801
H -1.728 2.230 3.466
H -3.970 2.883 2.597
H -1.232 1.733 -3.502
H 0.438 1.327 3.129
H -4.702 -3.473 -1.333
H 1.509 7.247 0.727
*
```

Computed properties:
**HOMO**: -20.29 eV
**Maximum force**: 0.0857 Eh/bohr

Löwdin population analysis, charges in e, atoms 1 to 8:
1. Sn 1.586
2. O 0.213
3. O 0.109
4. N -0.203
5. N 0.132
6. N 0.110
7. N 0.076
8. C -0.078

[7]
The following is a quantum chemistry calculation of a 2-piece molecular cluster, CH3N3S overall, from the Open Molecules 2025 dataset.

Geometry as ORCA input:
```
! RIJCOSX wB97M-V def2-TZVPD def2/J DEFGRID3
* xyz 0 1
S -1.787 0.698 -2.280
N -0.179 0.180 2.323
N 1.289 -0.822 0.869
N 0.639 -0.352 1.652
C -0.305 0.137 -2.027
H 0.575 0.741 -2.207
H -0.094 0.280 3.318
H -0.138 -0.863 -1.649
*
```

Computed properties:
**HOMO**: -8.79 eV
**Maximum force**: 0.0648 Eh/bohr

How is the electron density shared among the atoms? According to Löwdin, the charges in e are:
1. S 0.601
2. N 0.100
3. N 0.186
4. N -0.332
5. C -0.610
6. H -0.005
7. H 0.078
8. H -0.018

[8]
The following is a quantum chemistry calculation of C15H15IrN3P as an isolated structure, from the Open Molecules 2025 dataset.

Geometry as ORCA input:
```
! RIJCOSX wB97M-V def2-TZVPD def2/J DEFGRID3
* xyz 1 6
Ir -0.180 2.594 -0.388
P -1.283 1.974 -2.185
N 0.216 -1.420 0.654
N 0.275 0.753 0.303
N -1.748 -7.848 -0.367
C 1.554 4.460 1.251
C -0.399 -3.210 -0.834
C -0.898 -4.496 -1.033
C -1.117 -5.351 0.059
C 0.319 4.480 -0.812
C -0.198 -2.751 0.473
C -1.476 -6.727 -0.171
C 0.760 0.520 1.606
C 0.669 -0.818 1.841
C -0.491 -3.565 1.579
C -0.958 -4.869 1.366
C 0.202 4.235 0.746
C 1.723 4.857 -1.034
C 0.081 -0.425 -0.282
C 2.421 4.803 0.185
H -0.174 -0.582 -1.325
H -0.146 -2.587 -1.692
H -1.191 -5.524 2.207
H -2.624 1.478 -2.110
H -1.417 3.008 -3.165
H -0.709 4.534 1.287
H -0.372 -3.191 2.597
H 1.783 4.397 2.312
H 3.500 4.936 0.279
H -1.101 -4.835 -2.048
H 0.915 -1.363 2.738
H -0.598 0.967 -2.945
H 1.077 1.357 2.212
H 2.091 5.204 -1.995
H -0.504 5.009 -1.307
*
```

Computed properties:
**HOMO (alpha / beta)**: -8.66 / -12.08 eV
**Maximum force**: 0.0914 Eh/bohr

Löwdin population analysis, charges in e, atoms 1 to 8:
1. Ir 1.024
2. P 0.586
3. N 0.017
4. N -0.210
5. N 0.197
6. C -0.095
7. C 0.005
8. C 0.002